[1]
DFT (ωB97M-V/def2-TZVPD) results for a structure of composition C47H83AsBaF2P2Si4.

Last column: Mulliken charge in e.
Element x y z (Å)
Ba  -1.079  -0.327  1.574  1.4685
C  1.570  -3.279  3.867  -1.6614
Si  1.334  -2.313  2.222  0.0321
C  3.049  -1.381  2.205  0.7183
C  4.227  -2.081  1.911  -0.0941
C  5.484  -1.534  2.095  -1.1081
C  5.608  -0.249  2.604  -1.1324
C  4.468  0.484  2.871  -0.8548
C  3.190  -0.048  2.650  0.1856
P  1.676  0.974  2.822  0.5663
C  1.659  1.696  4.524  -0.0029
C  1.539  0.529  5.516  -0.9316
C  1.264  1.032  6.930  -0.9902
C  2.322  2.035  7.380  -0.7475
C  2.447  3.186  6.386  -0.8627
C  2.754  2.663  4.983  -0.2509
C  1.899  2.378  1.608  2.2342
C  3.284  3.022  1.410  -0.2442
C  3.193  4.363  0.663  -1.3064
C  1.995  4.379  -0.275  -0.3211
C  0.693  4.306  0.534  0.3100
C  0.845  3.469  1.816  -0.7717
C  1.784  -3.653  0.892  0.3257
C  2.348  -4.880  1.260  -0.4427
C  2.858  -5.775  0.334  -0.9064
C  2.847  -5.448  -1.013  -0.9841
C  2.257  -4.261  -1.415  -0.7816
C  1.684  -3.381  -0.490  0.7549
P  0.643  -1.961  -1.034  1.5130
C  -0.704  -2.782  -2.017  1.8032
C  -0.373  -3.490  -3.335  -0.3892
C  -1.594  -4.226  -3.882  -0.2906
C  -2.125  -5.283  -2.890  -0.9023
C  -1.487  -5.155  -1.506  -0.9429
C  -1.488  -3.704  -1.039  -0.3895
C  1.605  -0.922  -2.227  1.2515
C  2.342  0.153  -1.396  1.2446
C  3.493  0.812  -2.164  -1.0194
C  3.144  0.907  -3.644  -0.7235
C  3.028  -0.500  -4.253  -1.0242
C  2.585  -1.548  -3.220  -0.9531
H  2.553  -3.744  3.985  0.4441
H  0.805  -4.055  3.962  0.3462
H  1.437  -2.597  4.711  0.2359
H  4.156  -3.097  1.541  0.3725
H  6.368  -2.113  1.855  0.4173
H  6.586  0.182  2.779  0.4143
H  4.582  1.489  3.245  0.2808
H  0.703  2.234  4.547  0.4281
H  2.470  -0.050  5.501  0.2650
H  0.745  -0.152  5.196  0.2992
H  1.219  0.190  7.624  0.3969
H  0.279  1.510  6.951  0.3593
H  3.289  1.526  7.459  0.3270
H  2.087  2.415  8.377  0.4051
H  3.227  3.882  6.705  0.4166
H  1.509  3.752  6.362  0.3685
H  3.716  2.143  5.014  0.1677
H  2.860  3.495  4.285  -0.0444
H  1.645  1.880  0.666  -0.7082
H  3.922  2.326  0.861  0.2954
H  3.770  3.188  2.370  -0.0491
H  4.124  4.550  0.125  0.5359
H  3.085  5.183  1.381  0.3692
H  2.062  3.524  -0.958  -0.1594
H  1.996  5.270  -0.906  0.6236
H  -0.096  3.882  -0.093  -1.1204
H  0.360  5.313  0.799  0.5218
H  -0.123  3.049  2.107  0.0160
H  1.151  4.103  2.653  0.3533
H  2.414  -5.132  2.312  0.3529
H  3.289  -6.713  0.666  0.4160
H  3.279  -6.115  -1.749  0.4074
H  2.252  -4.029  -2.468  0.0977
H  -1.361  -1.941  -2.267  -1.8221
H  0.432  -4.211  -3.198  0.1167
H  -0.020  -2.757  -4.064  0.3961
H  -1.339  -4.694  -4.835  0.6079
H  -2.374  -3.496  -4.105  -0.3003
H  -1.953  -6.289  -3.278  0.3296
H  -3.210  -5.179  -2.790  0.3220
H  -0.457  -5.520  -1.522  0.1432
H  -2.023  -5.779  -0.788  0.5711
H  -1.061  -3.653  -0.032  0.3163
H  -2.524  -3.354  -0.955  0.1865
H  0.817  -0.425  -2.811  -0.5495
H  2.718  -0.287  -0.465  -0.7337
H  1.611  0.916  -1.109  -1.3759
H  4.410  0.228  -2.039  0.4575
H  3.700  1.799  -1.744  0.5262
H  3.884  1.496  -4.188  0.5978
H  2.194  1.442  -3.745  0.0599
H  3.987  -0.801  -4.681  0.4229
H  2.313  -0.482  -5.081  0.3611
H  3.446  -1.931  -2.665  0.3972
H  2.150  -2.402  -3.738  0.2505
C  -4.779  0.801  -4.647  -1.2752
Si  -3.598  -0.206  -3.574  -0.1094
C  -1.961  -0.286  -4.500  -0.0684
C  -4.372  -1.904  -3.352  -0.7225
As  -3.217  0.629  -1.397  0.4501
Si  -2.720  2.902  -1.818  0.1119
C  -2.858  3.902  -0.245  -0.6619
C  -0.956  2.880  -2.464  -0.4806
C  -3.824  3.737  -3.087  -1.0732
Si  -5.397  0.474  -0.481  0.3820
C  -6.765  0.717  -1.745  -1.0710
C  -5.496  -1.260  0.231  -0.9640
C  -5.687  1.694  0.904  -0.8350
H  -5.358  0.110  -5.266  0.3811
H  -4.228  1.456  -5.323  0.4278
H  -5.484  1.410  -4.086  0.3091
H  -1.992  -1.078  -5.253  0.4965
H  -1.097  -0.467  -3.861  -0.7852
H  -1.795  0.655  -5.028  0.5306
H  -3.835  -2.537  -2.645  -0.2655
H  -5.401  -1.800  -3.001  0.4210
H  -4.409  -2.422  -4.314  0.5196
H  -2.280  3.506  0.587  -0.2873
H  -3.894  3.964  0.086  0.4001
H  -2.517  4.919  -0.460  0.5191
H  -0.282  2.308  -1.822  -0.4865
H  -0.563  3.899  -2.536  0.5706
H  -0.917  2.438  -3.462  0.4349
H  -4.880  3.652  -2.826  0.2456
H  -3.688  3.352  -4.096  0.2957
H  -3.574  4.802  -3.100  0.4006
H  -6.728  0.018  -2.580  0.2734
H  -6.751  1.732  -2.148  0.2886
H  -7.726  0.579  -1.240  0.4193
H  -5.400  -2.037  -0.528  0.2799
H  -6.457  -1.398  0.734  0.4024
H  -4.714  -1.421  0.978  0.1549
H  -5.531  2.730  0.608  0.2880
H  -5.043  1.493  1.758  -0.0383
H  -6.729  1.592  1.223  0.4240
F  -1.677  2.047  3.887  -0.2371
C  -2.568  1.121  3.364  -0.6578
F  -2.618  1.621  1.859  -0.1533
H  -3.560  1.502  3.644  0.2342

Summary:
- Orbital gap: 6.37 eV
- Calculated total energy: -6142.496509 a.u.
- Relative energy (zero: lowest compared OMol25 entry of this formula, charge and spin): 0.0 kcal per mole
- Lowest unoccupied orbital energy: 0.0098 hartree

[2]
DFT (ωB97M-V/def2-TZVPD) results for a cluster of 8 separate species, C47H85F3IN2O10 in total at a distorted geometry.

Last column: Mulliken charge in e.
Element x y z (Å)
C  2.263  -5.682  2.582  -0.9920
C  2.372  -6.051  1.043  -0.3102
C  3.663  -5.450  0.350  -0.8365
C  3.317  -4.281  -0.690  -0.3514
C  3.827  -2.929  -0.059  -0.0010
C  3.960  -1.724  -1.067  -0.8203
C  2.732  -1.527  -2.037  -0.5451
C  1.862  -0.221  -1.699  -0.5563
C  0.539  -0.735  -1.010  -0.0760
C  -0.184  0.304  -0.073  -0.1231
C  0.711  0.928  1.059  -0.4918
C  0.076  2.345  1.449  0.0139
C  0.125  3.389  0.297  -0.6876
C  -0.357  4.829  0.762  -0.3696
C  -1.918  5.014  0.565  -0.7782
C  -2.761  4.167  1.579  -0.4564
N  -3.190  2.868  1.011  0.3663
C  -3.534  1.697  1.684  -0.7397
C  -3.959  0.596  0.834  -0.8485
C  -3.810  1.218  -0.522  -0.2605
C  -3.354  2.558  -0.344  -0.7229
O  0.875  2.912  2.531  -0.4609
C  0.734  2.161  3.727  -0.7728
C  1.429  0.758  3.456  -0.1060
C  2.967  0.867  3.167  -0.3436
C  3.863  0.057  4.158  0.1292
O  3.594  -0.201  5.279  -0.4398
I  5.796  -0.603  3.369  0.0707
N  0.631  0.126  2.348  1.1845
C  1.110  -1.294  2.204  -1.5649
O  0.098  -2.233  1.886  -0.2328
C  -0.788  -2.425  2.928  0.7712
F  -1.118  -3.743  2.937  -0.2220
F  -0.346  -2.010  4.137  -0.2413
F  -1.953  -1.763  2.601  -0.1036
H  1.225  -5.909  2.963  0.3022
H  2.428  -4.591  2.774  0.1006
H  2.952  -6.327  3.193  0.3565
H  2.367  -7.178  1.010  0.3283
H  1.414  -5.733  0.557  0.2074
H  4.131  -6.285  -0.233  0.3333
H  4.366  -5.108  1.152  0.4137
H  2.191  -4.231  -0.687  0.0410
H  3.702  -4.489  -1.715  0.4804
H  4.867  -3.133  0.331  0.5259
H  3.199  -2.723  0.845  -0.3345
H  4.901  -1.885  -1.661  0.4565
H  4.148  -0.802  -0.442  0.2587
H  3.162  -1.333  -3.059  0.2866
H  2.054  -2.408  -2.122  0.2673
H  2.519  0.411  -1.049  0.1974
H  1.678  0.366  -2.640  0.4621
H  -0.183  -0.961  -1.846  0.3601
H  0.769  -1.721  -0.535  -0.3185
H  -0.700  1.047  -0.722  0.7370
H  -1.008  -0.266  0.454  -0.6206
H  1.760  1.151  0.755  0.2784
H  -0.942  2.153  1.882  -0.0601
H  1.168  3.484  -0.120  0.5298
H  -0.520  3.136  -0.585  0.2995
H  -0.135  5.043  1.836  0.2853
H  0.203  5.603  0.170  0.1712
H  -2.134  6.099  0.786  0.4053
H  -2.224  4.873  -0.505  0.2249
H  -2.239  4.044  2.565  0.2057
H  -3.711  4.724  1.813  0.4523
H  -3.507  1.578  2.788  0.5490
H  -4.303  -0.412  1.143  0.7015
H  -4.039  0.686  -1.491  0.3963
H  -3.168  3.271  -1.167  0.4556
H  1.211  2.643  4.611  0.5198
H  -0.364  1.994  3.953  0.2380
H  1.293  0.124  4.377  0.7744
H  3.268  0.550  2.132  -0.0253
H  3.243  1.958  3.237  0.5554
H  -0.360  0.204  2.639  0.5902
H  1.819  -1.293  1.331  -0.2671
H  1.746  -1.602  3.080  0.7811
C  3.557  6.664  -2.619  -1.2726
C  2.168  6.292  -2.171  0.7790
O  1.925  6.036  -1.009  -0.5539
C  1.089  6.246  -3.219  -0.8645
H  4.229  6.655  -1.760  0.3222
H  3.918  5.941  -3.353  0.3333
H  3.553  7.666  -3.051  0.3497
H  1.339  5.504  -3.977  0.3118
H  0.972  7.230  -3.678  0.4226
H  0.145  5.964  -2.753  0.1147
C  -5.526  0.270  -4.832  -1.3350
C  -4.057  0.188  -4.508  0.9437
O  -3.572  0.818  -3.588  -0.4461
C  -3.199  -0.704  -5.367  -1.1585
H  -6.013  0.949  -4.132  0.3373
H  -5.662  0.653  -5.845  0.3595
H  -5.983  -0.717  -4.740  0.3691
H  -3.224  -0.364  -6.404  0.4572
H  -3.552  -1.735  -5.299  0.3603
H  -2.169  -0.661  -5.011  0.1815
C  9.101  2.496  3.185  -1.0192
C  9.513  1.574  2.066  0.8040
O  8.794  1.389  1.106  -0.5456
C  10.851  0.893  2.186  -1.0640
H  8.119  2.914  2.964  0.2390
H  9.043  1.940  4.123  0.3050
H  9.818  3.314  3.276  0.3601
H  10.871  0.266  3.079  0.3076
H  11.646  1.640  2.233  0.3263
H  11.015  0.263  1.312  0.2938
C  -5.342  -0.705  6.208  -1.2087
C  -4.987  -1.630  5.074  0.7884
O  -5.744  -1.812  4.145  -0.5399
C  -3.650  -2.324  5.136  -0.5728
H  -6.329  -0.278  6.030  0.3333
H  -5.365  -1.260  7.148  0.3526
H  -4.614  0.107  6.269  0.2977
H  -3.596  -2.952  6.027  0.4990
H  -2.847  -1.584  5.148  0.1354
H  -3.532  -2.953  4.259  -0.0760
C  -2.379  -3.182  -2.497  -0.3775
C  -1.196  -3.559  -3.349  0.8707
O  -0.416  -2.721  -3.752  -0.5615
C  -1.018  -5.018  -3.680  -1.4072
H  -2.380  -2.102  -2.339  -0.1126
H  -3.306  -3.463  -3.000  0.5339
H  -2.310  -3.677  -1.528  -0.1014
H  -1.885  -5.381  -4.236  0.3895
H  -0.892  -5.596  -2.762  0.3160
H  -0.129  -5.143  -4.298  0.3565
C  -6.599  -5.498  0.854  -1.1680
C  -5.403  -4.988  0.095  0.6305
O  -5.376  -4.992  -1.117  -0.5433
C  -4.242  -4.470  0.904  0.1527
H  -7.357  -5.838  0.149  0.3281
H  -6.306  -6.339  1.487  0.3266
H  -7.020  -4.697  1.465  0.2846
H  -3.846  -5.267  1.538  0.4234
H  -4.562  -3.626  1.514  0.1339
H  -3.454  -4.136  0.229  -0.4364
C  -1.565  5.499  -6.829  -1.1881
C  -1.563  4.460  -5.738  0.7231
O  -0.676  4.414  -4.913  -0.4647
C  -2.708  3.479  -5.713  -0.8057
H  -0.686  6.134  -6.725  0.2855
H  -1.533  5.013  -7.806  0.3429
H  -2.459  6.121  -6.748  0.3411
H  -2.725  2.905  -6.641  0.3636
H  -3.651  4.012  -5.583  0.3691
H  -2.577  2.791  -4.877  -0.0158

Summary:
- Orbital gap: 7.95 eV
- Calculated total energy: -3300.729133 a.u.
- Total charge: +1
- Lowest unoccupied orbital energy: -0.0779 hartree